# 1
Below is a molecular structure, C31H42AsAuFN4O4P, with properties calculated with ωB97M-V with the def2-TZVPD basis set.

Calculated values
- ⟨S²⟩ = 2.02
- relative energy (zero: lowest compared OMol25 entry of this formula, charge and spin) (kJ/mol) = 0.0
- 2S+1 = 3
- total charge = +2
- E_tot (eV) = -123500.6925
- E_HOMO (alpha / beta) (eV) = -14.070 / -14.132

Geometry (Å):
Au: -0.40 -0.19 -0.47
C: 4.33 -3.94 1.66
C: 4.17 -2.98 2.64
C: 3.38 -1.86 2.40
C: 2.75 -1.72 1.17
C: 2.93 -2.68 0.17
C: 3.72 -3.79 0.42
As: 1.81 -0.11 0.67
C: 3.06 0.58 -0.63
C: 2.84 0.33 -1.99
C: 3.82 0.66 -2.91
C: 5.00 1.24 -2.48
C: 5.21 1.49 -1.13
C: 4.24 1.16 -0.20
C: 1.80 1.03 2.20
C: 2.06 2.39 2.07
C: 1.91 3.23 3.16
C: 1.49 2.72 4.38
C: 1.25 1.36 4.53
C: 1.39 0.52 3.44
H: 4.95 -4.81 1.85
H: 4.68 -3.08 3.59
H: 3.29 -1.10 3.16
H: 2.48 -2.53 -0.80
H: 3.85 -4.53 -0.36
H: 1.90 -0.12 -2.31
H: 3.66 0.46 -3.96
H: 5.77 1.50 -3.20
H: 6.14 1.94 -0.80
H: 4.41 1.34 0.86
H: 2.39 2.78 1.11
H: 2.12 4.29 3.05
H: 1.36 3.38 5.22
H: 0.94 0.96 5.48
H: 1.20 -0.55 3.55
C: -0.91 4.86 0.42
C: -0.14 3.94 -0.50
O: -0.42 2.53 -0.30
P: -1.82 1.82 -0.77
O: -2.17 2.56 -2.10
C: -1.97 2.09 -3.46
C: -2.18 3.25 -4.40
O: -2.76 2.44 0.31
C: -4.21 2.47 0.32
C: -4.65 3.26 1.52
H: -0.58 5.88 0.27
H: -0.75 4.58 1.47
H: -1.97 4.81 0.21
H: 0.94 4.03 -0.34
H: -0.34 4.20 -1.54
H: -2.68 1.29 -3.65
H: -0.95 1.69 -3.55
H: -3.12 3.76 -4.17
H: -2.23 2.89 -5.42
H: -1.37 3.98 -4.32
H: -4.58 1.45 0.36
H: -4.55 2.93 -0.61
H: -4.24 2.84 2.43
H: -5.74 3.23 1.58
H: -4.34 4.30 1.45
C: -0.30 -3.32 -0.97
N: -0.82 -4.66 -0.95
C: -1.37 -4.96 0.37
N: -2.46 -4.02 0.69
C: -1.95 -2.67 0.68
N: -1.38 -2.34 -0.66
C: -2.47 -2.48 -1.68
N: -2.97 -3.84 -1.64
C: -1.89 -4.78 -1.95
C: -3.51 -4.15 -0.32
H: 0.11 -3.09 -1.96
H: 0.48 -3.22 -0.22
H: -0.59 -4.87 1.13
H: -1.76 -5.98 0.38
H: -1.17 -2.56 1.43
H: -2.76 -1.97 0.90
H: -2.08 -2.25 -2.67
H: -3.27 -1.78 -1.44
H: -1.49 -4.57 -2.94
H: -2.28 -5.80 -1.93
H: -3.90 -5.16 -0.31
H: -4.33 -3.46 -0.09
F: -2.94 0.45 -1.12
O: -1.91 0.90 2.46
C: -1.17 0.14 2.07


# 2
Below is 6 unconnected molecules or ions with the total composition C31H42BN5O, with properties calculated with ωB97M-V with the def2-TZVPD basis set.

Calculated values
- total charge = 0
- E_tot (eV) = -42999.5369
- E_HOMO (eV) = -7.895
- SMILES string = Cc1cccc(CBCCCO)c1.c1cc[nH]c1.c1cc[nH]c1.c1cc[nH]c1.c1cc[nH]c1.c1cc[nH]c1

Geometry (Å):
C: 5.74 -0.45 3.44
C: 4.87 0.16 2.27
C: 4.83 1.59 1.96
C: 3.98 2.08 0.89
C: 3.20 1.11 0.10
C: 3.25 -0.31 0.39
C: 2.42 -1.40 -0.40
B: 1.00 -0.74 -0.73
C: -0.14 -0.85 0.40
C: -0.73 0.59 0.80
C: -0.97 0.67 2.35
O: -2.15 -0.11 2.67
C: 4.08 -0.80 1.50
H: 6.26 -1.36 3.04
H: 5.01 -0.83 4.21
H: 6.46 0.30 3.84
H: 5.43 2.30 2.59
H: 3.92 3.17 0.67
H: 2.57 1.53 -0.72
H: 3.02 -1.72 -1.29
H: 2.25 -2.27 0.29
H: 0.73 -0.18 -1.74
H: -1.00 -1.42 -0.05
H: 0.22 -1.36 1.34
H: -1.69 0.81 0.27
H: 0.02 1.35 0.46
H: -0.09 0.26 2.90
H: -1.14 1.72 2.71
H: -1.79 -0.97 2.97
H: 4.09 -1.89 1.75
N: -6.74 2.41 1.75
C: -5.90 1.47 2.29
C: -4.70 1.56 1.64
C: -4.81 2.60 0.68
C: -6.08 3.11 0.78
H: -7.69 2.57 2.03
H: -6.24 0.82 3.08
H: -3.83 0.94 1.84
H: -4.04 2.93 0.00
H: -6.57 3.90 0.23
N: 1.51 -5.80 -2.16
C: 1.07 -4.63 -1.61
C: 0.57 -4.91 -0.36
C: 0.72 -6.31 -0.16
C: 1.31 -6.83 -1.28
H: 1.93 -5.89 -3.08
H: 1.15 -3.70 -2.14
H: 0.14 -4.19 0.32
H: 0.43 -6.87 0.72
H: 1.59 -7.84 -1.53
N: -2.80 6.53 -3.35
C: -4.07 6.22 -2.95
C: -4.01 5.10 -2.18
C: -2.65 4.71 -2.10
C: -1.93 5.62 -2.83
H: -2.55 7.31 -3.94
H: -4.91 6.83 -3.26
H: -4.85 4.60 -1.71
H: -2.24 3.87 -1.56
H: -0.87 5.69 -3.03
N: 3.95 2.11 -4.89
C: 4.45 3.37 -5.06
C: 5.03 3.76 -3.88
C: 4.86 2.69 -2.96
C: 4.20 1.69 -3.62
H: 3.46 1.58 -5.60
H: 4.36 3.88 -6.01
H: 5.51 4.70 -3.70
H: 5.20 2.66 -1.94
H: 3.88 0.71 -3.28
N: -2.68 -5.10 1.56
C: -3.12 -3.93 2.11
C: -3.62 -4.21 3.36
C: -3.47 -5.60 3.56
C: -2.89 -6.13 2.44
H: -2.26 -5.19 0.64
H: -3.04 -3.00 1.57
H: -4.04 -3.49 4.04
H: -3.76 -6.16 4.44
H: -2.60 -7.14 2.19